[1]
DFT (ωB97M-V/def2-TZVPD) results for a structure of composition C15H31BrNO3SSi2TeTl.

Geometry as XYZ:
```
56
Properties=species:S:1:pos:R:3:forces:R:3
Tl 3.0695 -0.2979 1.4783 0.17 -0.06 -0.20
C 6.1298 -4.1995 -0.9566 -0.07 0.04 0.00
C 4.7015 -3.7417 -1.0661 0.13 0.02 0.03
C 3.6863 -4.5643 -1.5365 -0.06 -0.09 -0.04
C 2.3911 -4.0849 -1.6464 0.07 -0.04 -0.05
C 2.1587 -2.7833 -1.2506 -0.03 0.04 -0.05
Br 0.4042 -2.0902 -1.5535 0.11 0.01 0.00
N 3.0793 -1.9745 -0.7594 -0.01 -0.08 0.06
C 4.3300 -2.4579 -0.6925 -0.04 0.07 0.04
H 6.2667 -5.1699 -1.4282 0.00 0.00 -0.01
H 6.4309 -4.2894 0.0878 -0.01 -0.01 0.00
H 6.8053 -3.4905 -1.4349 -0.01 0.00 -0.01
H 3.9085 -5.5804 -1.8388 0.00 0.01 0.00
H 1.5949 -4.6940 -2.0475 0.00 0.00 0.02
H 5.0879 -1.7658 -0.3335 0.00 -0.01 0.04
C -4.9762 -0.2973 -1.8853 -0.21 -0.12 -0.04
Si -3.2731 0.4045 -1.9258 0.04 0.08 0.12
C -2.2536 -0.2571 -3.3123 0.18 -0.08 -0.13
C -3.2817 2.2533 -1.8182 0.06 0.17 0.06
C -2.5350 -0.2739 -0.2683 0.19 -0.07 0.16
Te -0.7735 0.3982 0.6256 -0.99 -0.15 0.26
C -1.4943 2.1538 1.4881 0.01 0.03 -0.15
Si -0.3478 3.6566 1.0992 0.17 -0.19 0.04
C -1.0688 5.1034 1.9711 -0.15 0.15 0.10
C -0.1949 3.8862 -0.7356 -0.04 0.09 -0.18
C 1.3329 3.1329 1.7504 0.04 -0.07 0.12
H -5.5084 -0.0331 -2.8026 -0.01 0.00 0.02
H -5.5504 0.0987 -1.0454 -0.02 -0.02 -0.01
H -4.9702 -1.3869 -1.8146 -0.02 0.01 -0.01
H -2.7194 0.0009 -4.2663 0.02 0.00 0.00
H -2.1977 -1.3477 -3.2649 0.01 0.01 -0.05
H -1.2353 0.1394 -3.3297 -0.01 -0.01 -0.01
H -3.5337 2.6995 -2.7825 -0.02 -0.02 0.01
H -2.3092 2.6572 -1.5232 -0.12 -0.03 -0.07
H -4.0319 2.5911 -1.0984 0.04 0.04 0.00
H -2.3553 -1.3481 -0.3734 -0.04 0.00 -0.02
H -3.2636 -0.1206 0.5329 -0.02 -0.01 -0.01
H -1.4527 1.9907 2.5691 -0.06 -0.06 -0.01
H -2.5269 2.2649 1.1562 -0.03 0.00 0.11
H -2.0728 5.3268 1.6032 0.02 0.02 0.03
H -0.4533 5.9913 1.8114 0.00 -0.01 0.01
H -1.1320 4.9267 3.0467 0.00 0.04 0.00
H -1.0823 4.3240 -1.1956 0.05 0.01 0.03
H 0.0419 2.9603 -1.2734 0.03 0.02 -0.01
H 0.6360 4.5728 -0.9185 0.00 -0.01 -0.04
H 1.2791 2.2702 2.4251 0.01 0.08 -0.04
H 1.7894 3.9431 2.3229 0.02 0.00 -0.03
H 2.0101 2.9116 0.9204 0.02 -0.05 0.02
C -0.2471 -2.3778 4.1231 -0.37 0.00 0.10
S 0.1566 -1.3087 2.8144 0.45 0.41 -0.48
O -1.2227 -0.8491 2.2111 0.59 0.23 -0.32
O 0.8798 -2.0154 1.7738 -0.05 -0.08 0.34
O 0.8314 -0.1036 3.2615 -0.12 -0.28 0.19
H -0.8882 -3.1649 3.7297 0.04 -0.03 0.03
H -0.7493 -1.8056 4.9008 0.02 -0.02 0.01
H 0.6994 -2.7842 4.4757 0.00 0.01 0.02
```
Forces are in eV/Å.

Results
**Net charge**: +2
**Highest occupied orbital energy**: -14.60 eV
**ΔE to the lowest compared entry with this formula, charge and spin**: 0.0 kJ/mol
**Frontier orbital gap**: 7.26 eV

Just the Mulliken charges please, in e? Sure, here they are:
1 Tl 0.9420
2 C -1.3602
3 C 0.5377
4 C -0.4296
5 C -0.5168
6 C 0.3512
7 Br -0.2036
8 N -0.3750
9 C -0.2212
10 H 0.3716
11 H 0.3123
12 H 0.3682
13 H 0.4015
14 H 0.4216
15 H 0.4537
16 C -1.0636
17 Si -0.0130
18 C -0.9549
19 C -0.4004
20 C -0.9784
21 Te 0.6056
22 C -0.8744
23 Si 0.1684
24 C -1.0415
25 C -1.1513
26 C -0.8988
27 H 0.3628
28 H 0.3501
29 H 0.3472
30 H 0.3769
31 H 0.3097
32 H 0.3574
33 H 0.4640
34 H -0.3576
35 H 0.3440
36 H 0.6174
37 H 0.5921
38 H 0.5192
39 H 0.5856
40 H 0.3427
41 H 0.3612
42 H 0.3445
43 H 0.3639
44 H 0.3988
45 H 0.4132
46 H 0.2209
47 H 0.3972
48 H 0.2643
49 C -1.0776
50 S 1.0991
51 O -0.4872
52 O -0.5479
53 O -0.6232
54 H 0.3993
55 H 0.4175
56 H 0.3931



[2]
DFT (ωB97M-V/def2-TZVPD) results for a cluster of 2 separate species, C2H5F2N3O2P2 in total.

Geometry as XYZ:
```
16
Properties=species:S:1:pos:R:3:forces:R:3
C -1.6184 2.4576 0.5314 -0.76 -3.31 -1.23
C -1.7698 1.3700 -0.0104 0.48 2.21 1.55
N 1.3911 1.5072 -0.8430 0.05 2.45 -0.76
N -1.4899 -2.5835 -0.6562 3.62 3.11 -1.18
N 0.4872 -0.8841 -1.0202 0.03 -3.20 0.60
O 1.8467 -0.3012 1.2065 1.07 0.40 -1.92
O -1.9368 0.1545 -0.5445 -0.28 0.95 -0.41
F 2.9111 -0.7211 -0.8692 -1.86 1.40 0.68
F -0.7313 -0.5545 1.7567 -0.23 -0.89 -3.03
P 1.5829 0.1511 -0.3169 3.53 -3.46 2.10
P -1.0381 -1.1210 -0.4472 1.08 -1.30 2.94
H -1.6273 3.2420 1.2520 0.15 0.22 -0.32
H 2.0327 2.2791 -0.7321 -0.34 -0.04 0.16
H -2.3239 -2.8069 -0.2781 -3.63 -1.19 1.42
H 1.0062 -1.8679 -1.0064 -1.63 2.33 -0.26
H 1.2775 -0.3212 1.9775 -1.26 0.31 -0.33
```
Forces are in eV/Å.

Results
**Net charge**: 0
**Highest occupied orbital energy**: -10.41 eV
**ΔE to the lowest compared entry with this formula, charge and spin**: 477.2 kJ/mol
**Frontier orbital gap**: 10.03 eV

Just the Mulliken charges please, in e? Sure, here they are:
1 C -0.2088
2 C 0.1293
3 N -0.5692
4 N -0.6389
5 N -0.2328
6 O -0.4651
7 O -0.3160
8 F -0.3398
9 F -0.6749
10 P 0.7793
11 P 0.8938
12 H 0.3874
13 H 0.2471
14 H 0.2477
15 H 0.3731
16 H 0.3878



[3]
DFT (ωB97M-V/def2-TZVPD) results for an isolated molecule of C6H10.

Geometry as XYZ:
```
16
Properties=species:S:1:pos:R:3:forces:R:3
C -1.0337 1.2197 -2.2832 -0.41 0.03 0.35
C -0.9040 1.2155 -1.0662 1.71 0.62 -1.30
C -0.8612 0.8386 0.2996 -1.41 0.14 -0.20
C 0.0582 -0.3694 0.7232 -0.39 0.04 -0.05
C 0.2289 -1.4195 -0.3745 -0.12 0.02 -0.02
C 1.4500 0.1457 1.1739 -0.21 0.12 -0.08
H -1.8356 0.9774 -2.9494 0.30 0.20 -0.54
H -2.0204 0.9283 -0.1347 0.78 -1.97 2.44
H -0.9492 1.5631 1.1049 0.51 0.51 -0.35
H -0.3999 -0.8420 1.6008 -0.06 0.08 -0.15
H 0.8666 -2.2440 -0.0309 -0.14 0.20 0.00
H 0.6935 -0.9820 -1.2653 -0.09 -0.05 0.15
H -0.7380 -1.8365 -0.6700 0.10 0.01 -0.02
H 1.3797 0.8861 1.9790 -0.07 -0.08 -0.15
H 2.0678 -0.6840 1.5521 -0.32 0.16 -0.16
H 1.9973 0.6030 0.3407 -0.16 -0.04 0.08
```
Forces are in eV/Å.

Results
**SMILES**: C#CCC(C)C
**Net charge**: 0
**Highest occupied orbital energy**: -8.83 eV
**ΔE to the lowest compared entry with this formula, charge and spin**: 357.2 kJ/mol
**Frontier orbital gap**: 9.76 eV

Just the Mulliken charges please, in e? Sure, here they are:
1 C -0.2508
2 C -0.2991
3 C -0.6111
4 C 0.7595
5 C -1.4926
6 C -1.3395
7 H 0.2676
8 H 0.1653
9 H 0.4281
10 H 0.2126
11 H 0.4173
12 H 0.3415
13 H 0.3438
14 H 0.3763
15 H 0.3682
16 H 0.3131



[4]
DFT (ωB97M-V/def2-TZVPD) results for a structure of composition C49H49IrO2P2Sb2.

Geometry as XYZ:
```
105
Properties=species:S:1:pos:R:3:forces:R:3
Ir 0.4939 1.0727 -1.3508 0.49 0.83 0.31
C -2.9769 0.2269 0.4257 0.09 -0.24 0.10
C -3.0240 -0.2034 1.8981 -0.09 0.09 0.05
C -3.3747 -1.6646 2.1460 -0.08 0.08 -0.06
Sb -2.0358 -3.1220 1.3872 0.12 -0.10 -0.33
C -3.2249 -4.7456 0.8248 -0.18 -0.29 -0.22
C -3.8772 -5.4064 1.8656 0.02 -0.01 -0.09
C -4.6887 -6.4909 1.5663 -0.03 -0.02 0.05
C -4.8274 -6.9192 0.2535 0.00 -0.01 0.00
C -4.1692 -6.2606 -0.7751 -0.01 0.01 0.00
C -3.3607 -5.1686 -0.4943 -0.06 0.06 0.07
C -0.8118 -3.8917 2.8650 0.24 0.11 0.37
C 0.2719 -4.6764 2.4686 -0.12 -0.05 0.09
C 1.1303 -5.1857 3.4308 0.03 -0.02 -0.03
C 0.9051 -4.9190 4.7748 -0.02 0.01 0.04
C -0.1720 -4.1340 5.1670 0.03 -0.01 0.02
C -1.0270 -3.6024 4.2133 0.09 -0.01 -0.15
Sb -1.6174 1.8361 0.0742 -0.85 -0.08 -1.37
C -1.1724 2.6601 1.9383 0.43 0.12 -0.03
C -1.9158 3.7587 2.3637 0.08 -0.02 0.09
C -1.6208 4.3349 3.5931 -0.07 0.01 -0.07
C -0.5865 3.8346 4.3697 0.04 0.00 0.03
C 0.1600 2.7481 3.9328 0.03 -0.04 0.00
C -0.1221 2.1604 2.7088 -0.11 0.04 0.09
C -2.8160 3.2246 -0.9147 -0.14 0.22 0.13
C -4.1274 3.4330 -0.4870 0.04 0.09 -0.14
C -4.9004 4.4113 -1.0966 -0.04 -0.02 0.00
C -4.3729 5.1723 -2.1310 -0.04 -0.01 0.01
C -3.0693 4.9654 -2.5595 0.05 -0.03 -0.02
C -2.2881 3.9936 -1.9504 -0.08 0.03 0.10
H -3.9412 0.6030 0.0843 -0.03 -0.05 -0.04
H -2.6824 -0.5754 -0.2574 0.07 -0.02 0.12
H -3.7993 0.3904 2.3892 0.10 0.06 0.08
H -2.0930 0.0288 2.4128 0.07 -0.01 0.03
H -4.3206 -1.9511 1.6832 -0.06 0.04 0.09
H -3.4302 -1.8630 3.2182 -0.12 0.01 -0.01
H -3.7601 -5.0985 2.8985 0.01 0.00 0.02
H -5.2089 -7.0038 2.3639 0.01 -0.02 0.00
H -5.4470 -7.7778 0.0334 -0.02 0.02 -0.01
H -4.2893 -6.5952 -1.7963 0.03 -0.02 -0.01
H -2.8488 -4.6595 -1.3014 0.01 0.01 0.01
H 0.4353 -4.9161 1.4238 0.02 0.02 -0.01
H 1.9700 -5.7997 3.1340 -0.01 -0.03 0.00
H 1.5663 -5.3344 5.5232 0.01 0.01 0.01
H -0.3463 -3.9363 6.2158 0.00 -0.01 0.01
H -1.8544 -2.9797 4.5311 -0.01 0.00 0.01
H -2.7111 4.1720 1.7574 0.00 0.00 -0.03
H -2.1982 5.1823 3.9369 0.00 0.01 0.00
H -0.3540 4.3006 5.3178 -0.02 -0.02 0.02
H 0.9613 2.3579 4.5460 0.02 0.02 -0.01
H 0.4642 1.3119 2.3796 0.03 -0.07 -0.02
H -4.5575 2.8494 0.3191 0.01 0.00 0.02
H -5.9142 4.5817 -0.7607 -0.02 0.00 -0.02
H -4.9822 5.9290 -2.6059 0.00 0.02 0.01
H -2.6607 5.5660 -3.3608 0.00 0.01 -0.01
H -1.2634 3.8472 -2.2811 0.03 0.00 0.02
O -0.0362 -1.2769 1.4797 -0.07 0.10 0.10
C 0.8276 -0.9231 0.7032 0.34 0.19 -0.44
O 0.5123 -0.7054 -0.5876 -0.34 -1.02 0.41
C 2.2688 -0.8656 1.0734 -0.05 -0.02 -0.09
C 2.6667 -1.6096 2.1785 -0.03 0.04 0.05
C 4.0151 -1.7734 2.4564 0.01 0.04 0.04
C 4.9705 -1.2243 1.6147 0.05 -0.03 -0.02
C 4.5849 -0.4537 0.5251 -0.07 -0.07 0.11
C 3.2352 -0.2474 0.2659 0.01 -0.07 -0.02
P 2.7969 0.9239 -1.0314 0.48 -0.25 -0.24
C 3.4072 2.5414 -0.5889 -0.02 0.13 0.00
C 4.7585 2.8745 -0.7073 -0.02 0.07 -0.01
C 5.1915 4.1196 -0.2842 0.02 -0.02 -0.02
C 4.2870 5.0364 0.2401 -0.01 0.01 0.00
C 2.9420 4.7151 0.3499 0.00 -0.01 -0.02
C 2.5026 3.4660 -0.0600 0.04 -0.02 0.02
C 3.5578 0.3677 -2.5510 0.23 -0.01 -0.16
C 3.9388 1.3001 -3.5222 -0.03 -0.04 0.07
C 4.5173 0.8621 -4.7028 -0.05 -0.05 -0.03
C 4.7014 -0.4980 -4.9221 0.00 0.01 -0.04
C 4.3150 -1.4270 -3.9627 -0.04 0.01 -0.01
C 3.7363 -1.0005 -2.7788 0.05 0.08 0.05
H 1.9096 -2.0780 2.7945 0.01 -0.02 0.00
H 4.3211 -2.3395 3.3251 0.01 -0.06 -0.02
H 6.0219 -1.3937 1.8024 0.01 0.03 0.04
H 5.3434 -0.0268 -0.1185 0.00 0.07 0.03
H 5.4693 2.1803 -1.1375 -0.01 -0.03 0.01
H 6.2381 4.3781 -0.3666 0.01 0.01 -0.01
H 4.6356 6.0085 0.5612 0.00 0.01 0.01
H 2.2410 5.4325 0.7530 -0.01 0.01 0.02
H 1.4513 3.2090 0.0516 0.00 0.01 0.04
H 3.8092 2.3609 -3.3437 0.03 0.01 0.01
H 4.8368 1.5798 -5.4459 0.00 0.01 -0.02
H 5.1523 -0.8364 -5.8452 0.04 0.00 0.01
H 4.4777 -2.4820 -4.1351 -0.01 -0.02 0.00
H 3.4438 -1.7226 -2.0256 0.02 -0.01 0.00
C 0.3798 1.8778 -4.7297 0.20 0.29 0.36
P -0.2817 0.7509 -3.4878 -0.86 -0.09 0.50
C -2.0730 0.7851 -3.6939 0.02 0.06 -0.16
C 0.2281 -0.9052 -3.9819 0.09 -0.01 0.23
H 0.0019 1.5639 -5.7051 -0.03 -0.06 0.04
H 1.4687 1.8445 -4.7335 0.01 -0.03 -0.03
H 0.0533 2.8999 -4.5368 -0.01 0.00 -0.03
H -2.2982 0.6308 -4.7516 -0.09 -0.04 0.00
H -2.4818 1.7464 -3.3796 0.05 -0.02 -0.03
H -2.5377 -0.0091 -3.1095 0.05 -0.02 0.01
H 0.0308 -1.0231 -5.0493 -0.03 0.01 0.00
H -0.3434 -1.6437 -3.4201 0.00 0.01 0.00
H 1.2887 -1.0623 -3.7913 0.05 0.04 -0.06
```
Forces are in eV/Å.

Results
**Expectation value of S²**: 0.8130
**Net charge**: +3
**Highest occupied orbital energy (spin up / spin down)**: -15.38 / -15.61 eV
**ΔE to the lowest compared entry with this formula, charge and spin**: 133.2 kJ/mol
**Frontier orbital gap (spin up / spin down)**: 5.50 / 5.62 eV
**2S+1**: 2

Mulliken population analysis, charges in e, atoms 1 to 99:
1 Ir 2.7681
2 C -0.9181
3 C -0.0629
4 C -1.7751
5 Sb 1.1037
6 C 0.6672
7 C -0.3491
8 C -0.6352
9 C -0.5452
10 C -0.5430
11 C -0.6453
12 C 0.7086
13 C -0.8315
14 C -0.6534
15 C -0.5486
16 C -0.6849
17 C -0.3758
18 Sb 0.5128
19 C 0.9854
20 C -0.9082
21 C -0.6906
22 C -0.7486
23 C -0.7917
24 C -0.4269
25 C 0.8393
26 C -0.7669
27 C -0.7759
28 C -0.6377
29 C -0.6350
30 C -0.5862
31 H 0.9005
32 H 0.1808
33 H 0.6304
34 H 0.0138
35 H 0.5046
36 H 0.6734
37 H 0.3568
38 H 0.4188
39 H 0.4126
40 H 0.4128
41 H 0.3861
42 H 0.4718
43 H 0.4810
44 H 0.4502
45 H 0.4521
46 H 0.3566
47 H 0.4160
48 H 0.4498
49 H 0.4337
50 H 0.5001
51 H 0.4821
52 H 0.4545
53 H 0.4549
54 H 0.4314
55 H 0.4421
56 H 0.3274
57 O -0.2445
58 C -0.8035
59 O -0.6206
60 C 1.3490
61 C -0.8922
62 C -0.9277
63 C -0.8966
64 C -0.4698
65 C 0.2661
66 P 0.4595
67 C 0.9679
68 C -0.1727
69 C -0.7708
70 C -0.6456
71 C -0.7953
72 C -0.3108
73 C 0.9659
74 C -1.1103
75 C -0.6057
76 C -0.6621
77 C -0.6162
78 C -0.9835
79 H 0.5843
80 H 0.5009
81 H 0.4962
82 H 0.4106
83 H 0.4159
84 H 0.4643
85 H 0.4339
86 H 0.5168
87 H -0.2154
88 H 0.5705
89 H 0.5044
90 H 0.4601
91 H 0.4974
92 H 0.4382
93 C -1.1175
94 P 0.9063
95 C -1.0660
96 C -0.9451
97 H 0.5073
98 H 0.2353
99 H 0.3630